(1)
C33H60AlBCl3F4LiN2O13S | ωB97M-V with the def2-TZVPD basis set

E_HOMO, eV: -6.84
F_max, eV/A: 4.0
E_tot, eV: -131531.049
Orbital gap, Ha: 0.0685

XYZ file:
```
119
C33H60AlBCl3F4LiN2O13S ωB97M-V with the def2-TZVPD basis set
C -2.68 4.77 0.63
C -2.99 3.61 0.39
C -3.34 2.24 0.14
C -2.35 1.26 -0.54
C -3.31 0.09 -0.89
C -2.79 -1.36 -0.95
O -2.07 -1.84 0.17
C -2.10 -1.79 -2.25
F -2.26 -0.90 -3.21
F -0.84 -2.11 -2.12
F -2.70 -2.89 -2.71
O -1.32 0.88 0.30
B -0.26 0.34 -0.47
C 1.29 0.60 0.00
C 1.62 -0.19 1.27
C 2.93 0.27 1.87
C 3.06 1.78 2.05
C 1.82 2.49 2.59
N 2.10 3.27 3.80
O -0.66 0.55 -1.81
C -1.56 1.70 -1.77
C -2.27 2.01 -3.06
C -2.73 3.47 -3.15
C -2.06 4.27 -4.27
C -3.00 4.31 -5.46
O -2.35 4.90 -6.59
C -0.46 2.81 -1.61
C 0.41 2.86 -2.63
C 1.42 3.73 -2.59
C 1.47 4.50 -1.49
C 0.60 4.40 -0.50
N -0.39 3.52 -0.55
H -2.22 5.69 0.83
H -3.58 1.78 1.09
H -4.23 2.24 -0.46
H -3.82 0.27 -1.82
H -4.11 0.07 -0.17
H -3.69 -1.96 -0.96
H -2.41 -1.36 0.93
H -0.37 -0.92 -0.26
H 1.96 0.28 -0.78
H 1.48 1.65 0.15
H 1.64 -1.24 1.01
H 0.81 -0.05 1.97
H 3.75 -0.09 1.26
H 3.03 -0.21 2.83
H 3.88 1.99 2.70
H 3.30 2.22 1.09
H 1.01 1.82 2.84
H 1.44 3.13 1.79
H 1.23 3.42 4.27
H 2.46 4.17 3.53
H -3.18 1.43 -3.16
H -1.71 1.72 -3.93
H -3.79 3.48 -3.37
H -2.63 3.98 -2.21
H -1.97 5.29 -3.93
H -1.13 3.85 -4.62
H -3.89 4.87 -5.22
H -3.30 3.30 -5.68
H -1.51 5.22 -6.27
H 0.32 2.21 -3.48
H 2.13 3.81 -3.38
H 2.25 5.23 -1.42
H 0.71 5.02 0.37
Al -3.65 5.02 2.98
C 1.40 -4.03 3.71
C 2.73 -3.27 3.79
O 3.07 -2.50 2.93
C 3.56 -3.54 5.00
H 0.87 -3.77 2.80
H 1.61 -5.10 3.71
H 0.77 -3.78 4.57
H 3.82 -4.60 5.05
H 3.01 -3.25 5.90
H 4.46 -2.93 4.95
O 2.55 7.74 -4.09
S 2.70 6.81 -5.17
O 3.59 5.71 -5.07
O 2.99 7.61 -6.50
C 4.12 8.51 -6.52
C 5.45 7.77 -6.59
C 1.11 6.20 -5.62
H 4.08 9.18 -5.66
H 4.00 9.12 -7.41
H 5.63 7.19 -5.69
H 6.27 8.48 -6.71
H 5.46 7.07 -7.43
H 0.42 7.04 -5.72
H 0.78 5.54 -4.82
H 1.20 5.65 -6.55
O -2.05 1.26 -6.35
H -1.97 2.10 -6.82
H -2.56 0.71 -6.96
F 4.39 -1.17 5.49
C 0.51 -10.63 4.89
C 0.84 -9.34 5.61
O 0.34 -8.19 4.90
C -0.98 -7.94 5.05
O -1.75 -8.56 5.71
O -1.22 -6.88 4.29
C -2.60 -6.42 4.20
H 0.86 -10.59 3.86
H 0.97 -11.47 5.39
H -0.56 -10.80 4.86
H 1.92 -9.21 5.67
H 0.46 -9.34 6.63
H -3.02 -6.27 5.19
H -3.19 -7.14 3.64
H -2.59 -5.48 3.67
O -3.44 -4.99 1.82
H -3.13 -4.99 0.90
Li 0.92 -6.50 3.33
C -1.62 -13.70 6.86
Cl -0.59 -14.17 8.22
Cl -0.71 -13.65 5.34
H -2.42 -14.42 6.77
H -2.02 -12.71 7.06
Cl -2.84 6.80 4.80
```

(2)
C48H93N3O18S9 | ωB97M-V with the def2-TZVPD basis set

E_HOMO, eV: -9.98
F_max, eV/A: 3.5
E_tot, eV: -190123.185
Structure (SMILES): O=S1(=O)CCCC1.O=S1(=O)CCCC1.O=S1(=O)CCCC1.O=S1(=O)CCCC1.O=S1(=O)CCCC1.O=S1(=O)CCCC1.O=S1(=O)CCCC1.O=S1(=O)CCCC1.O=S1(=O)CCCC1.CCCC#N.CCCC#N.CCCC#N
Orbital gap, Ha: 0.3750

XYZ file:
```
171
C48H93N3O18S9 ωB97M-V with the def2-TZVPD basis set
O -24.43 11.95 -9.74
S -25.04 12.62 -8.64
O -25.36 14.02 -8.82
C -26.47 11.78 -7.99
C -25.92 11.17 -6.65
C -24.40 11.10 -6.78
C -23.97 12.43 -7.28
H -26.71 10.98 -8.69
H -27.29 12.51 -7.94
H -26.18 11.79 -5.77
H -26.31 10.20 -6.32
H -24.18 10.34 -7.52
H -23.98 10.72 -5.85
H -22.92 12.65 -7.62
H -24.22 13.19 -6.54
O -19.84 11.19 -4.69
S -21.06 11.68 -4.17
O -22.23 10.83 -4.37
C -20.92 12.13 -2.53
C -21.88 13.25 -2.33
C -22.04 14.07 -3.64
C -21.52 13.25 -4.83
H -19.91 12.49 -2.39
H -21.00 11.21 -1.96
H -22.88 13.00 -1.97
H -21.46 13.91 -1.55
H -21.36 14.94 -3.48
H -23.05 14.44 -3.83
H -20.60 13.73 -5.16
H -22.08 13.23 -5.73
O -18.60 11.05 -14.60
S -17.98 10.26 -13.54
O -18.10 10.73 -12.16
C -18.38 8.58 -13.56
C -17.09 7.95 -13.02
C -16.01 8.55 -13.89
C -16.25 10.02 -13.94
H -18.56 8.29 -14.59
H -19.27 8.48 -12.92
H -17.00 8.12 -11.96
H -17.16 6.86 -13.11
H -15.97 8.13 -14.89
H -15.00 8.39 -13.48
H -16.15 10.48 -14.93
H -15.67 10.57 -13.18
O -17.55 5.71 -7.50
S -16.79 6.89 -7.21
O -16.52 7.14 -5.79
C -15.24 6.92 -8.06
C -15.54 7.49 -9.41
C -16.52 8.70 -9.13
C -17.56 8.25 -8.08
H -14.68 6.00 -7.98
H -14.72 7.66 -7.47
H -14.59 7.86 -9.85
H -16.05 6.74 -10.01
H -17.05 8.97 -10.02
H -15.90 9.52 -8.78
H -18.34 7.74 -8.64
H -17.99 9.00 -7.41
O -18.72 5.59 -1.57
S -19.48 6.54 -2.30
O -20.93 6.55 -2.22
C -18.85 8.23 -1.95
C -18.22 8.64 -3.29
C -19.14 8.01 -4.36
C -19.14 6.55 -4.03
H -18.15 8.11 -1.13
H -19.77 8.73 -1.64
H -18.30 9.73 -3.39
H -17.24 8.21 -3.42
H -18.77 8.25 -5.36
H -20.14 8.48 -4.27
H -18.14 6.20 -4.26
H -19.84 5.92 -4.60
O -22.33 17.85 -6.69
S -22.58 16.55 -7.26
O -22.82 15.50 -6.28
C -23.93 16.77 -8.37
C -23.26 16.94 -9.75
C -22.10 15.84 -9.75
C -21.31 15.98 -8.47
H -24.56 17.59 -8.06
H -24.48 15.83 -8.42
H -23.93 16.76 -10.58
H -22.78 17.91 -9.97
H -21.45 15.97 -10.64
H -22.54 14.84 -9.87
H -20.63 16.86 -8.57
H -20.72 15.12 -8.11
O -27.12 8.99 -9.87
S -26.46 7.77 -10.27
O -25.80 7.65 -11.54
C -25.36 7.43 -8.96
C -25.78 6.06 -8.48
C -27.33 5.98 -8.69
C -27.54 6.40 -10.14
H -25.60 8.16 -8.21
H -24.32 7.50 -9.32
H -25.26 5.26 -9.06
H -25.54 5.89 -7.40
H -27.84 6.65 -8.01
H -27.73 4.98 -8.52
H -28.57 6.67 -10.43
H -27.19 5.59 -10.80
O -22.88 7.59 -6.08
S -23.98 7.40 -5.19
O -25.26 7.98 -5.61
C -24.10 5.69 -4.81
C -23.59 5.61 -3.37
C -23.97 6.87 -2.62
C -23.65 8.03 -3.58
H -23.56 5.14 -5.59
H -25.18 5.43 -4.84
H -23.90 4.69 -2.93
H -22.50 5.60 -3.46
H -23.35 6.82 -1.73
H -25.05 6.80 -2.39
H -22.58 8.28 -3.57
H -24.12 9.00 -3.52
O -20.56 12.53 -7.74
S -20.04 11.23 -8.10
O -18.63 11.09 -7.89
C -20.97 9.90 -7.36
C -21.48 9.13 -8.54
C -21.63 10.07 -9.77
C -20.40 10.93 -9.84
H -21.84 10.34 -6.85
H -20.37 9.34 -6.64
H -20.86 8.26 -8.84
H -22.41 8.62 -8.30
H -22.60 10.56 -9.62
H -21.72 9.37 -10.58
H -20.42 11.89 -10.37
H -19.56 10.32 -10.18
C -22.10 13.31 -12.52
C -21.54 13.46 -13.92
C -20.85 14.79 -14.19
C -21.70 15.90 -13.77
N -22.31 16.82 -13.43
H -22.48 12.28 -12.52
H -22.90 14.05 -12.35
H -21.29 13.36 -11.77
H -22.27 13.38 -14.74
H -20.77 12.69 -14.11
H -20.49 14.92 -15.20
H -19.97 14.78 -13.53
C -17.45 14.89 -8.40
C -17.41 14.40 -9.86
C -16.94 12.96 -10.03
C -15.51 12.79 -9.83
N -14.39 12.54 -9.72
H -17.88 14.12 -7.74
H -18.09 15.77 -8.38
H -16.44 15.17 -8.06
H -16.75 15.06 -10.43
H -18.40 14.51 -10.31
H -17.23 12.51 -10.99
H -17.46 12.43 -9.19
C -22.32 9.58 -15.44
C -23.31 9.85 -14.30
C -23.59 8.66 -13.37
C -22.45 7.86 -12.71
N -21.64 7.33 -12.10
H -21.27 9.48 -15.08
H -22.36 10.42 -16.12
H -22.59 8.70 -16.05
H -24.26 10.24 -14.67
H -22.90 10.69 -13.74
H -24.26 7.84 -13.73
H -24.08 9.01 -12.45
```

Copy entry 1 word for word.
C33H60AlBCl3F4LiN2O13S | ωB97M-V with the def2-TZVPD basis set

E_HOMO, eV: -6.84
F_max, eV/A: 4.0
E_tot, eV: -131531.049
Orbital gap, Ha: 0.0685

XYZ file:
```
119
C33H60AlBCl3F4LiN2O13S ωB97M-V with the def2-TZVPD basis set
C -2.68 4.77 0.63
C -2.99 3.61 0.39
C -3.34 2.24 0.14
C -2.35 1.26 -0.54
C -3.31 0.09 -0.89
C -2.79 -1.36 -0.95
O -2.07 -1.84 0.17
C -2.10 -1.79 -2.25
F -2.26 -0.90 -3.21
F -0.84 -2.11 -2.12
F -2.70 -2.89 -2.71
O -1.32 0.88 0.30
B -0.26 0.34 -0.47
C 1.29 0.60 0.00
C 1.62 -0.19 1.27
C 2.93 0.27 1.87
C 3.06 1.78 2.05
C 1.82 2.49 2.59
N 2.10 3.27 3.80
O -0.66 0.55 -1.81
C -1.56 1.70 -1.77
C -2.27 2.01 -3.06
C -2.73 3.47 -3.15
C -2.06 4.27 -4.27
C -3.00 4.31 -5.46
O -2.35 4.90 -6.59
C -0.46 2.81 -1.61
C 0.41 2.86 -2.63
C 1.42 3.73 -2.59
C 1.47 4.50 -1.49
C 0.60 4.40 -0.50
N -0.39 3.52 -0.55
H -2.22 5.69 0.83
H -3.58 1.78 1.09
H -4.23 2.24 -0.46
H -3.82 0.27 -1.82
H -4.11 0.07 -0.17
H -3.69 -1.96 -0.96
H -2.41 -1.36 0.93
H -0.37 -0.92 -0.26
H 1.96 0.28 -0.78
H 1.48 1.65 0.15
H 1.64 -1.24 1.01
H 0.81 -0.05 1.97
H 3.75 -0.09 1.26
H 3.03 -0.21 2.83
H 3.88 1.99 2.70
H 3.30 2.22 1.09
H 1.01 1.82 2.84
H 1.44 3.13 1.79
H 1.23 3.42 4.27
H 2.46 4.17 3.53
H -3.18 1.43 -3.16
H -1.71 1.72 -3.93
H -3.79 3.48 -3.37
H -2.63 3.98 -2.21
H -1.97 5.29 -3.93
H -1.13 3.85 -4.62
H -3.89 4.87 -5.22
H -3.30 3.30 -5.68
H -1.51 5.22 -6.27
H 0.32 2.21 -3.48
H 2.13 3.81 -3.38
H 2.25 5.23 -1.42
H 0.71 5.02 0.37
Al -3.65 5.02 2.98
C 1.40 -4.03 3.71
C 2.73 -3.27 3.79
O 3.07 -2.50 2.93
C 3.56 -3.54 5.00
H 0.87 -3.77 2.80
H 1.61 -5.10 3.71
H 0.77 -3.78 4.57
H 3.82 -4.60 5.05
H 3.01 -3.25 5.90
H 4.46 -2.93 4.95
O 2.55 7.74 -4.09
S 2.70 6.81 -5.17
O 3.59 5.71 -5.07
O 2.99 7.61 -6.50
C 4.12 8.51 -6.52
C 5.45 7.77 -6.59
C 1.11 6.20 -5.62
H 4.08 9.18 -5.66
H 4.00 9.12 -7.41
H 5.63 7.19 -5.69
H 6.27 8.48 -6.71
H 5.46 7.07 -7.43
H 0.42 7.04 -5.72
H 0.78 5.54 -4.82
H 1.20 5.65 -6.55
O -2.05 1.26 -6.35
H -1.97 2.10 -6.82
H -2.56 0.71 -6.96
F 4.39 -1.17 5.49
C 0.51 -10.63 4.89
C 0.84 -9.34 5.61
O 0.34 -8.19 4.90
C -0.98 -7.94 5.05
O -1.75 -8.56 5.71
O -1.22 -6.88 4.29
C -2.60 -6.42 4.20
H 0.86 -10.59 3.86
H 0.97 -11.47 5.39
H -0.56 -10.80 4.86
H 1.92 -9.21 5.67
H 0.46 -9.34 6.63
H -3.02 -6.27 5.19
H -3.19 -7.14 3.64
H -2.59 -5.48 3.67
O -3.44 -4.99 1.82
H -3.13 -4.99 0.90
Li 0.92 -6.50 3.33
C -1.62 -13.70 6.86
Cl -0.59 -14.17 8.22
Cl -0.71 -13.65 5.34
H -2.42 -14.42 6.77
H -2.02 -12.71 7.06
Cl -2.84 6.80 4.80
```